Record 1
C28H38CeN4O3P2S | ωB97M-V with the def2-TZVPD basis set

Summary:
- LUMO energy (spin up / spin down): -0.3407 / -0.3370 Ha
- Total charge: +2
- F_max: 4.48 eV/A
- Orbital gap (spin up / spin down): 3.44 / 3.54 eV

CARTESIAN COORDINATES (ANGSTROEM)
Ce: -0.522 0.375 3.481
C: 2.325 -3.188 -4.662
C: 2.590 -1.940 -4.259
C: 2.114 -0.664 -4.887
C: 0.877 -0.767 -5.805
C: -0.353 -1.293 -5.119
C: -0.734 -2.567 -4.957
C: -0.029 -3.797 -5.458
C: 1.466 -3.642 -5.810
C: -2.687 0.522 4.256
H: 2.799 -4.029 -4.137
H: 3.288 -1.790 -3.425
H: 2.934 -0.213 -5.474
H: 1.886 0.054 -4.082
H: 0.633 0.266 -6.103
H: 1.130 -1.302 -6.726
H: -1.008 -0.491 -4.756
H: -1.695 -2.780 -4.475
H: -0.547 -4.187 -6.351
H: -0.121 -4.581 -4.690
H: 1.822 -4.653 -6.067
H: 1.583 -3.035 -6.714
H: -2.580 -0.222 5.090
H: -3.562 0.277 3.631
H: -2.802 1.537 4.701
P: -1.790 1.064 0.896
P: 1.301 0.728 1.349
N: -2.987 -0.113 0.376
N: -2.747 2.541 0.814
N: 1.815 -0.842 0.724
N: 2.813 1.424 1.864
C: -0.666 1.179 -0.570
C: 0.766 1.614 -0.168
C: -3.149 -1.358 1.008
C: -4.056 -2.104 0.276
C: -4.486 -1.302 -0.833
C: -3.821 -0.086 -0.743
C: -3.759 2.857 1.742
C: -4.115 4.187 1.575
C: -3.315 4.716 0.505
C: -2.497 3.689 0.056
C: 1.646 -2.039 1.447
C: 2.078 -3.094 0.663
C: 2.509 -2.555 -0.594
C: 2.330 -1.175 -0.526
C: 4.071 1.403 1.256
C: 4.911 2.279 1.945
C: 4.142 2.847 3.021
C: 2.876 2.308 2.963
H: -1.104 1.881 -1.293
H: -0.659 0.179 -1.038
H: 1.492 1.467 -0.981
H: 0.780 2.688 0.091
H: -2.603 -1.590 1.912
H: -4.374 -3.118 0.484
H: -5.186 -1.593 -1.604
H: -3.865 0.798 -1.361
H: -4.098 2.127 2.457
H: -4.832 4.743 2.160
H: -3.317 5.732 0.140
H: -1.732 3.672 -0.703
H: 1.228 -2.024 2.447
H: 2.092 -4.142 0.935
H: 2.897 -3.100 -1.440
H: 2.503 -0.403 -1.262
H: 4.255 0.766 0.406
H: 5.935 2.504 1.706
H: 4.490 3.582 3.734
H: 2.006 2.484 3.584
C: -0.378 0.721 7.405
S: 0.735 1.128 6.065
O: -0.042 2.023 5.126
O: 1.969 1.694 6.519
O: 0.850 -0.188 5.315
H: -0.939 1.614 7.677
H: 0.257 0.370 8.218
H: -1.039 -0.072 7.051

Let us look at the Löwdin charges, expressed in e, one per atom: number 1, Ce, carries 1.168; number 2, C, carries -0.099; number 3, C, carries -0.130; number 4, C, carries -0.194; number 5, C, carries -0.203; number 6, C, carries -0.117; number 7, C, carries -0.110; number 8, C, carries -0.186; number 9, C, carries -0.198; number 10, C, carries -0.190; number 11, H, carries 0.105; number 12, H, carries 0.085; number 13, H, carries 0.123; number 14, H, carries 0.092; number 15, H, carries 0.111; number 16, H, carries 0.102; number 17, H, carries 0.093; number 18, H, carries 0.098; number 19, H, carries 0.123; number 20, H, carries 0.113; number 21, H, carries 0.115; number 22, H, carries 0.101; number 23, H, carries 0.061; number 24, H, carries 0.043; number 25, H, carries 0.071; number 26, P, carries 0.995; number 27, P, carries 0.956; number 28, N, carries -0.253; number 29, N, carries -0.242; number 30, N, carries -0.233; number 31, N, carries -0.252; number 32, C, carries -0.320; number 33, C, carries -0.316; number 34, C, carries -0.150; number 35, C, carries -0.051; number 36, C, carries -0.037; number 37, C, carries -0.097; number 38, C, carries -0.121; number 39, C, carries -0.041; number 40, C, carries -0.039; number 41, C, carries -0.118; number 42, C, carries -0.132; number 43, C, carries -0.037; number 44, C, carries -0.023; number 45, C, carries -0.113; number 46, C, carries -0.090; number 47, C, carries -0.026; number 48, C, carries -0.041; number 49, C, carries -0.130; number 50, H, carries 0.088; number 51, H, carries 0.108; number 52, H, carries 0.096; number 53, H, carries 0.107; number 54, H, carries 0.082; number 55, H, carries 0.114; number 56, H, carries 0.115; number 57, H, carries 0.120; number 58, H, carries 0.089; number 59, H, carries 0.113; number 60, H, carries 0.113; number 61, H, carries 0.098; number 62, H, carries 0.087; number 63, H, carries 0.117; number 64, H, carries 0.101; number 65, H, carries 0.102; number 66, H, carries 0.108; number 67, H, carries 0.111; number 68, H, carries 0.117; number 69, H, carries 0.081; number 70, C, carries -0.070; number 71, S, carries 0.528; number 72, O, carries -0.418; number 73, O, carries -0.200; number 74, O, carries -0.432; number 75, H, carries 0.095; number 76, H, carries 0.096; number 77, H, carries 0.069

=====

Record 2
C28H38ClIN8O5STl | ωB97M-V with the def2-TZVPD basis set

Summary:
- LUMO energy: -0.1060 Ha
- Total charge: +1
- F_max: 0.58 eV/A
- Orbital gap: 6.93 eV
- Relative energy (zero: lowest compared OMol25 entry of this formula, charge and spin): 12.4 kcal per mole

CARTESIAN COORDINATES (ANGSTROEM)
Tl: 0.014 -0.139 0.087
Cl: -1.046 -7.351 0.235
C: -0.926 -5.681 -0.220
C: -1.719 -5.191 -1.212
C: -1.618 -3.847 -1.616
I: -2.919 -3.166 -3.095
C: -0.719 -2.953 -1.052
O: -0.543 -1.737 -1.469
C: 0.044 -3.468 0.065
N: 0.830 -2.574 0.719
C: 1.616 -3.010 1.679
C: 1.668 -4.350 2.089
C: 0.832 -5.249 1.493
C: -0.021 -4.825 0.454
H: -2.432 -5.845 -1.696
H: 2.245 -2.286 2.184
H: 2.343 -4.645 2.880
H: 0.813 -6.285 1.803
O: -2.171 -0.738 3.735
C: -2.375 -0.743 2.413
O: -1.618 -1.373 1.700
C: -3.523 0.046 1.921
C: -4.659 0.120 2.739
C: -5.765 0.851 2.369
C: -5.727 1.557 1.170
C: -4.610 1.508 0.363
C: -3.488 0.732 0.697
S: -2.237 0.772 -0.544
H: -4.671 -0.437 3.668
H: -6.643 0.876 3.000
H: -6.578 2.151 0.862
H: -4.591 2.066 -0.564
N: -2.160 2.219 4.075
C: -0.968 2.148 3.231
C: -0.472 3.479 2.673
C: 0.730 3.282 1.750
N: 0.335 2.519 0.560
C: 1.850 2.518 2.459
C: 1.393 1.245 3.176
N: 1.168 0.102 2.236
C: 0.153 1.492 4.019
H: -2.924 2.678 3.591
H: -1.971 2.753 4.917
H: -2.577 0.073 4.109
H: -1.218 1.508 2.379
H: -0.175 4.126 3.505
H: -1.273 3.994 2.136
H: 1.110 4.269 1.467
H: 0.976 2.673 -0.210
H: -0.575 2.801 0.205
H: 2.302 3.171 3.211
H: 2.643 2.281 1.742
H: 2.194 0.943 3.857
H: 0.741 -0.672 2.744
H: 2.078 -0.220 1.923
H: 0.437 2.152 4.846
H: -0.188 0.556 4.463
N: 2.222 -0.574 -0.875
C: 2.788 0.469 -1.741
C: 3.923 -0.001 -2.664
C: 3.708 -1.297 -3.463
C: 3.187 -1.102 -4.886
N: 1.861 -0.496 -4.947
C: 0.748 -1.111 -4.553
N: -0.335 -0.394 -4.266
N: 0.710 -2.445 -4.438
C: 1.633 1.215 -2.447
O: 1.876 1.824 -3.495
O: 0.512 1.172 -1.860
H: 2.931 -0.987 -0.277
H: 1.818 -1.334 -1.421
H: 3.222 1.216 -1.068
H: 4.812 -0.129 -2.042
H: 4.148 0.823 -3.344
H: 3.070 -2.005 -2.926
H: 4.670 -1.804 -3.560
H: 3.195 -2.045 -5.435
H: 3.849 -0.433 -5.434
H: 1.856 0.512 -4.798
H: -0.203 0.591 -4.070
H: -1.058 -0.845 -3.717
H: 1.408 -3.002 -4.899
H: -0.177 -2.886 -4.239

Let us look at the Löwdin charges, expressed in e, one per atom: number 1, Tl, carries 0.855; number 2, Cl, carries 0.711; number 3, C, carries -0.612; number 4, C, carries -0.169; number 5, C, carries -0.623; number 6, I, carries 1.004; number 7, C, carries -0.448; number 8, O, carries -0.251; number 9, C, carries -0.143; number 10, N, carries 0.064; number 11, C, carries -0.131; number 12, C, carries -0.029; number 13, C, carries -0.002; number 14, C, carries -0.159; number 15, H, carries 0.096; number 16, H, carries 0.100; number 17, H, carries 0.113; number 18, H, carries 0.097; number 19, O, carries 0.106; number 20, C, carries -0.492; number 21, O, carries 0.020; number 22, C, carries -0.165; number 23, C, carries -0.030; number 24, C, carries -0.068; number 25, C, carries -0.063; number 26, C, carries -0.122; number 27, C, carries -0.543; number 28, S, carries 0.754; number 29, H, carries 0.126; number 30, H, carries 0.110; number 31, H, carries 0.113; number 32, H, carries 0.099; number 33, N, carries 0.071; number 34, C, carries -0.393; number 35, C, carries -0.096; number 36, C, carries -0.348; number 37, N, carries 0.018; number 38, C, carries -0.099; number 39, C, carries -0.317; number 40, N, carries 0.040; number 41, C, carries -0.106; number 42, H, carries 0.093; number 43, H, carries 0.095; number 44, H, carries 0.092; number 45, H, carries 0.103; number 46, H, carries 0.131; number 47, H, carries 0.128; number 48, H, carries 0.145; number 49, H, carries 0.078; number 50, H, carries 0.055; number 51, H, carries 0.130; number 52, H, carries 0.119; number 53, H, carries 0.147; number 54, H, carries 0.080; number 55, H, carries 0.067; number 56, H, carries 0.137; number 57, H, carries 0.116; number 58, N, carries 0.038; number 59, C, carries -0.257; number 60, C, carries -0.126; number 61, C, carries -0.161; number 62, C, carries -0.155; number 63, N, carries 0.101; number 64, C, carries -0.433; number 65, N, carries 0.233; number 66, N, carries 0.224; number 67, C, carries -0.628; number 68, O, carries 0.015; number 69, O, carries -0.143; number 70, H, carries 0.103; number 71, H, carries 0.067; number 72, H, carries 0.151; number 73, H, carries 0.116; number 74, H, carries 0.122; number 75, H, carries 0.099; number 76, H, carries 0.119; number 77, H, carries 0.116; number 78, H, carries 0.133; number 79, H, carries 0.117; number 80, H, carries 0.114; number 81, H, carries 0.055; number 82, H, carries 0.117; number 83, H, carries 0.059

=====

Record 3
C28H38LiN8OPS2 | ωB97M-V with the def2-TZVPD basis set

Summary:
- LUMO energy: 0.0141 Ha
- Total charge: 0
- F_max: 0.48 eV/A
- Orbital gap: 7.59 eV
- Relative energy (zero: lowest compared OMol25 entry of this formula, charge and spin): 0.0 kcal per mole

CARTESIAN COORDINATES (ANGSTROEM)
Li: 0.090 0.312 0.051
S: 2.824 -1.691 2.919
C: 1.363 -1.612 3.848
C: 1.162 -1.836 5.206
C: -0.111 -1.658 5.720
C: -1.167 -1.259 4.893
C: -0.966 -1.040 3.543
C: 0.310 -1.225 3.010
N: 0.661 -1.015 1.688
C: 1.930 -1.208 1.479
C: 2.577 -1.011 0.169
C: 3.911 -1.404 -0.008
C: 4.520 -1.210 -1.232
C: 3.784 -0.627 -2.263
C: 2.463 -0.251 -2.059
C: 1.786 -0.411 -0.837
H: 1.983 -2.133 5.847
H: -0.290 -1.823 6.775
H: -2.151 -1.112 5.319
H: -1.766 -0.696 2.896
H: 4.467 -1.869 0.802
H: 5.549 -1.509 -1.388
H: 4.253 -0.470 -3.229
H: 1.930 0.197 -2.896
C: -2.538 -4.160 -1.145
C: -2.689 -2.878 -1.875
N: -3.328 -2.709 -2.984
N: -3.170 -1.373 -3.253
C: -2.458 -0.692 -2.336
S: -2.044 0.915 -2.312
N: -2.155 -1.684 -1.435
N: -1.408 -1.462 -0.286
H: -3.094 -4.929 -1.675
H: -2.928 -4.082 -0.129
H: -1.489 -4.453 -1.086
H: -3.548 -0.974 -4.093
H: -0.425 -1.692 -0.444
H: -1.776 -2.004 0.483
O: -0.602 1.684 0.947
P: -1.037 2.924 1.637
N: -2.668 2.893 1.831
C: -3.490 1.811 1.252
C: -4.909 2.208 1.650
C: -4.856 3.737 1.646
C: -3.490 4.030 2.266
N: -0.260 3.083 3.083
C: 0.938 2.282 3.407
C: 1.317 2.787 4.793
C: 0.957 4.272 4.725
C: -0.357 4.277 3.942
N: -0.758 4.376 0.869
C: -1.373 4.570 -0.462
C: -0.246 4.356 -1.501
C: 1.052 4.245 -0.674
C: 0.652 4.781 0.702
H: -3.194 0.839 1.648
H: -3.380 1.763 0.166
H: -5.134 1.849 2.658
H: -5.654 1.802 0.967
H: -5.669 4.199 2.205
H: -4.889 4.108 0.619
H: -3.563 4.065 3.358
H: -3.065 4.976 1.926
H: 1.752 2.460 2.695
H: 0.709 1.219 3.391
H: 2.366 2.607 5.023
H: 0.706 2.285 5.548
H: 1.727 4.816 4.172
H: 0.850 4.736 5.705
H: -0.489 5.183 3.349
H: -1.211 4.191 4.621
H: -1.754 5.592 -0.519
H: -2.214 3.890 -0.601
H: -0.207 5.198 -2.192
H: -0.412 3.455 -2.086
H: 1.877 4.808 -1.110
H: 1.358 3.202 -0.588
H: 0.700 5.874 0.717
H: 1.267 4.405 1.518

Let us look at the Löwdin charges, expressed in e, one per atom: number 1, Li, carries 0.465; number 2, S, carries 1.101; number 3, C, carries -0.481; number 4, C, carries -0.090; number 5, C, carries -0.095; number 6, C, carries -0.086; number 7, C, carries -0.025; number 8, C, carries -0.336; number 9, N, carries 0.035; number 10, C, carries -0.508; number 11, C, carries -0.304; number 12, C, carries -0.089; number 13, C, carries -0.108; number 14, C, carries -0.110; number 15, C, carries -0.160; number 16, C, carries -0.125; number 17, H, carries 0.107; number 18, H, carries 0.100; number 19, H, carries 0.101; number 20, H, carries 0.098; number 21, H, carries 0.078; number 22, H, carries 0.094; number 23, H, carries 0.093; number 24, H, carries 0.075; number 25, C, carries -0.004; number 26, C, carries -0.342; number 27, N, carries 0.116; number 28, N, carries 0.015; number 29, C, carries -0.814; number 30, S, carries 0.608; number 31, N, carries -0.092; number 32, N, carries 0.092; number 33, H, carries 0.085; number 34, H, carries 0.082; number 35, H, carries 0.089; number 36, H, carries 0.145; number 37, H, carries 0.066; number 38, H, carries 0.093; number 39, O, carries -0.352; number 40, P, carries 0.543; number 41, N, carries -0.183; number 42, C, carries -0.191; number 43, C, carries -0.168; number 44, C, carries -0.170; number 45, C, carries -0.197; number 46, N, carries -0.183; number 47, C, carries -0.179; number 48, C, carries -0.164; number 49, C, carries -0.169; number 50, C, carries -0.195; number 51, N, carries -0.197; number 52, C, carries -0.177; number 53, C, carries -0.147; number 54, C, carries -0.153; number 55, C, carries -0.189; number 56, H, carries 0.097; number 57, H, carries 0.069; number 58, H, carries 0.112; number 59, H, carries 0.110; number 60, H, carries 0.108; number 61, H, carries 0.112; number 62, H, carries 0.109; number 63, H, carries 0.105; number 64, H, carries 0.118; number 65, H, carries 0.090; number 66, H, carries 0.112; number 67, H, carries 0.115; number 68, H, carries 0.110; number 69, H, carries 0.108; number 70, H, carries 0.104; number 71, H, carries 0.109; number 72, H, carries 0.112; number 73, H, carries 0.099; number 74, H, carries 0.104; number 75, H, carries 0.073; number 76, H, carries 0.108; number 77, H, carries 0.101; number 78, H, carries 0.120; number 79, H, carries 0.100

=====

Number 1: electronic energy -84078.250 eV. Number 2: electronic energy -87961.889 eV. Number 3: electronic energy -74789.107 eV.